Entry 1:
The following is a DFT calculation (ωB97M-V with the def2-TZVPD basis set) of C25H29BrN2PtSb as an isolated structure in a non-equilibrium geometry.

Results
HOMO level: -10.74 eV
Electronic energy: -4012.92075 Ha
Kohn-Sham gap: 7.5 eV
LUMO energy: -0.1173 hartree
Charge: +1

Positions of all 59 atoms, in Å:
Pt 0.264 -0.670 0.421
Br 0.565 -2.282 2.347
C 2.405 -1.849 2.645
C 3.073 -2.496 3.631
C 4.416 -2.134 3.880
C 4.993 -1.134 3.157
C 4.278 -0.455 2.138
C 4.847 0.634 1.433
C 4.117 1.296 0.493
C 2.805 0.874 0.175
C 2.207 -0.170 0.818
C 2.945 -0.841 1.834
H 2.590 -3.262 4.224
H 4.967 -2.640 4.661
H 6.012 -0.827 3.366
H 5.862 0.935 1.664
H 4.544 2.135 -0.041
H 2.292 1.398 -0.628
N -0.738 1.896 -0.941
C -0.328 1.563 -2.236
C -0.692 2.402 -3.266
C -0.369 2.154 -4.607
C 0.356 1.051 -4.934
C 0.755 0.156 -3.919
C 1.511 -0.989 -4.249
C 1.891 -1.862 -3.280
C 1.507 -1.601 -1.963
N 0.792 -0.550 -1.607
C 0.406 0.377 -2.557
H -1.000 2.867 -0.855
H -0.117 1.613 -0.194
H -1.251 3.298 -3.015
H -0.687 2.853 -5.369
H 0.638 0.840 -5.958
H 1.784 -1.148 -5.286
H 2.477 -2.744 -3.494
H 1.791 -2.282 -1.174
C -3.315 -1.811 3.078
C -3.700 -1.706 1.601
Sb -2.417 -0.421 0.466
C -3.567 -0.275 -1.333
C -4.546 0.899 -1.352
C -2.735 1.449 1.463
C -1.645 1.735 2.503
H -4.021 -2.448 3.614
H -3.321 -0.835 3.567
H -2.320 -2.239 3.211
H -4.711 -1.309 1.491
H -3.679 -2.683 1.115
H -4.094 -1.226 -1.420
H -2.856 -0.215 -2.157
H -5.223 0.884 -0.495
H -5.160 0.867 -2.254
H -4.024 1.857 -1.344
H -3.726 1.411 1.916
H -2.764 2.224 0.698
H -1.641 0.989 3.300
H -1.794 2.712 2.965
H -0.649 1.731 2.053



Entry 2:
The following is a DFT calculation (ωB97M-V with the def2-TZVPD basis set) of C25H29MgO5P2 as an isolated structure.

Results
HOMO level (alpha / beta): -1.53 / -3.17 eV
Electronic energy: -2228.99879 Ha
Kohn-Sham gap (alpha / beta): 4.2 / 5.9 eV
LUMO energy (alpha / beta): 0.0995 / 0.0999 hartree
Charge: -1

Positions of all 62 atoms, in Å:
Mg 0.757 -0.743 0.405
O 2.737 -0.545 0.225
C 2.194 0.649 0.175
C 2.885 1.848 -0.115
C 4.298 1.963 -0.313
C 4.877 3.179 -0.572
C 4.100 4.354 -0.658
C 2.719 4.266 -0.469
C 2.108 3.054 -0.205
P 0.329 2.785 -0.008
C -0.350 4.493 -0.231
C -0.518 5.447 0.773
C -1.064 6.695 0.496
C -1.445 7.023 -0.798
C -1.280 6.090 -1.811
C -0.748 4.839 -1.524
C 0.110 2.634 1.822
C -1.183 2.441 2.316
C -1.420 2.308 3.678
C -0.360 2.351 4.572
C 0.932 2.533 4.093
C 1.164 2.674 2.732
H 4.893 1.059 -0.249
H 5.952 3.240 -0.714
H 4.562 5.311 -0.865
H 2.114 5.165 -0.537
H -0.215 5.213 1.786
H -1.184 7.416 1.296
H -1.866 7.997 -1.013
H -1.571 6.330 -2.827
H -0.634 4.110 -2.321
H -2.010 2.396 1.612
H -2.432 2.169 4.041
H -0.538 2.241 5.635
H 1.767 2.559 4.783
H 2.172 2.806 2.356
C -3.078 1.725 -1.020
O -3.299 0.808 0.056
P -2.263 -0.455 0.177
O -2.660 -1.310 -1.134
C -4.001 -1.710 -1.395
O -3.091 -1.239 1.324
C -2.627 -1.187 2.672
H -4.031 1.885 -1.527
H -2.355 1.344 -1.743
H -2.708 2.673 -0.632
H -4.050 -1.993 -2.445
H -4.701 -0.896 -1.198
H -4.267 -2.566 -0.772
H -3.241 -1.886 3.237
H -2.749 -0.183 3.080
H -1.587 -1.510 2.729
C -1.682 -4.283 0.503
O -0.886 -3.265 1.070
C 0.200 -2.764 0.338
C 1.079 -3.801 -0.323
H -2.588 -4.347 1.107
H -1.194 -5.262 0.510
H -1.959 -4.032 -0.528
H 0.559 -4.712 -0.637
H 1.900 -4.106 0.346
H 1.559 -3.380 -1.208



Number 1: molecular weight 754.263 g/mol. Number 2: molecular weight 495.755 g/mol.